23
Properties=species:S:1:pos:R:3:forces:R:3:lowdin_charge:R:1 method="wB97M-V/def2-TZVPD" smiles="CC1=N[C@]1(C)C(C)(C)N" e_homo_ha=-0.29253 homo_lumo_gap_ev=8.78 relative_energy_kcal_mol=67.8 e_lumo_ha=0.0302
C -0.467337 2.031388 -0.179052 0.0 -0.2 -0.3 -0.02
C -2.575021 -0.580535 0.903866 0.0 -0.9 0.2 -0.03
C 1.483170 -0.722308 -1.563487 0.0 -0.1 0.2 -0.04
C 1.921389 0.412780 0.656102 -0.2 -0.3 0.0 -0.05
C -0.394206 0.546878 -0.448760 -1.1 -0.3 1.1 -0.45
C -1.464882 -0.410384 -0.058348 0.0 3.0 -2.2 -0.38
C 0.899217 -0.207806 -0.270998 -1.2 -2.6 1.2 -0.41
N 0.097305 -1.533380 0.497604 1.8 1.6 -0.9 0.10
N -1.379854 -0.115051 -1.328611 -0.2 -0.7 1.0 0.15
H 0.383518 -2.463060 0.206410 0.2 0.1 0.0 0.08
H 0.125880 -1.435247 1.508699 0.4 -0.1 -0.1 0.08
H -1.504361 2.349539 -0.275149 0.0 0.1 -0.1 0.08
H -0.116008 2.297493 0.819328 0.0 0.0 0.0 0.07
H 0.142617 2.577249 -0.900209 0.0 0.2 -0.1 0.08
H -3.511250 -0.232240 0.470919 0.1 0.0 0.0 0.08
H -2.674593 -1.648311 1.113750 -0.2 0.0 0.1 0.08
H -2.391442 -0.073126 1.852631 0.1 0.0 -0.1 0.08
H 2.242023 -1.480562 -1.374354 0.1 0.0 0.0 0.08
H 1.942724 0.115103 -2.094031 0.0 -0.1 -0.1 0.09
H 0.697486 -1.147425 -2.182451 -0.1 0.0 -0.1 0.07
H 1.472062 0.714091 1.601318 0.0 0.0 0.1 0.08
H 2.347503 1.302466 0.190133 0.0 0.0 0.0 0.09
H 2.724061 -0.297553 0.854690 0.1 0.1 0.0 0.08

27
Properties=species:S:1:pos:R:3:forces:R:3:lowdin_charge:R:1 method="wB97M-V/def2-TZVPD" e_homo_ha=-0.30051 homo_lumo_gap_ev=8.89 relative_energy_kcal_mol=112.2 e_lumo_ha=0.0261
C 0.559340 2.905588 2.445322 0.1 -0.3 -0.7 -0.47
C 1.267707 -0.833079 0.666117 -1.7 -2.3 -3.1 -0.04
C 0.943223 -2.697697 -0.984698 2.9 0.5 1.9 -0.07
C -2.351379 -0.201807 0.805893 3.4 1.0 -0.8 0.04
C 0.594547 -0.129518 -1.618096 -0.7 -3.2 1.8 -0.17
C 1.393560 -1.279406 -0.829232 -0.3 3.0 -0.6 -0.36
C -1.380959 0.560150 -0.095260 0.8 -5.3 -4.3 -0.22
N -1.126648 1.773218 0.061280 0.2 1.7 1.2 -0.27
N -0.845066 -0.134345 -1.359081 -1.5 3.1 3.9 0.05
O 0.475150 1.870772 2.923756 -0.2 -1.4 1.2 0.21
O 0.727971 3.889131 1.879355 0.2 1.7 -0.4 0.20
O -1.587044 2.458691 1.017985 0.1 1.1 0.2 -0.07
O -0.214249 2.384877 -0.792566 0.0 0.5 0.0 0.07
H 0.271633 -1.008832 1.052370 -0.1 0.0 0.1 0.07
H 1.555962 0.123593 0.741901 0.7 3.7 0.5 0.03
H 1.952765 -1.392087 1.150342 2.1 -2.0 2.2 0.04
H -0.052938 -2.600239 -0.786654 -3.0 -0.8 0.7 0.03
H 1.111912 -3.107889 -1.930714 0.3 -0.7 -1.5 0.06
H 1.521822 -3.254018 -0.176872 -1.1 0.1 -1.1 0.11
H -3.158195 -0.469410 0.220246 -2.3 -0.2 -0.7 0.06
H -2.401220 0.536074 1.548171 -1.5 0.5 1.6 0.06
H -1.909400 -1.107378 1.199302 0.3 -0.1 0.0 0.08
H 1.112521 0.769450 -1.435395 -0.1 1.1 0.6 0.09
H 0.553090 -0.208610 -2.634235 0.9 -0.8 -3.1 0.08
H 2.406730 -1.126119 -1.229421 0.1 -0.2 0.6 0.13
H -1.384167 -0.976049 -1.468068 0.5 -0.3 -0.2 0.10
H -0.036665 3.254938 -0.371747 -0.5 -0.5 0.1 0.13

25
Properties=species:S:1:pos:R:3:forces:R:3:lowdin_charge:R:1 method="wB97M-V/def2-TZVPD" e_homo_ha="-0.30410 / -0.30530" homo_lumo_gap_ev="7.82 / 8.02" relative_energy_kcal_mol=79.7 e_lumo_ha="-0.0168 / -0.0104"
C 2.095538 0.382454 0.680501 -2.7 1.6 0.8 -0.14
C 1.103262 -0.677474 1.379547 3.6 0.4 0.5 -0.12
C 1.097373 -0.996447 -1.040169 0.7 0.2 0.9 -0.08
C 1.517556 0.454488 -0.754212 -1.9 0.7 2.1 -0.34
C 0.177112 -1.108058 0.188051 2.3 -1.5 3.6 -0.45
C -0.055033 2.407402 -0.065783 3.7 0.6 -0.6 -0.13
C -3.036041 -1.492141 -0.170954 0.5 4.4 1.7 -0.17
N 0.294393 1.245836 -0.799696 -1.6 -2.4 -0.5 0.00
N -0.834664 -0.146264 0.313043 0.4 2.8 -2.1 -0.16
O -2.726038 1.155741 -0.714975 -1.1 1.6 0.5 -0.49
S -1.981073 -0.057321 -0.897339 -0.3 -3.5 -1.0 0.82
H 2.097868 1.446658 1.220436 -0.1 -2.3 -1.2 0.14
H 3.087340 0.136800 0.531382 2.2 -1.0 0.4 0.06
H 1.745617 -1.572800 1.786569 -1.3 1.6 -0.6 0.13
H 0.711918 -0.034730 2.207821 -0.6 -1.5 -0.6 0.11
H 0.466412 -1.282969 -1.860876 0.3 0.6 -1.1 0.10
H 2.090256 -1.542401 -1.046105 -1.5 -0.1 0.3 0.15
H 2.294290 0.828848 -1.347542 0.7 0.8 -1.6 0.13
H -0.096224 -2.119114 0.543739 -0.6 0.1 -1.0 0.14
H -1.023947 2.643724 -0.295367 -2.8 0.0 0.3 0.02
H 0.212548 2.225646 0.971889 -0.3 1.1 0.3 0.08
H 0.425862 3.300344 -0.602625 0.3 -1.0 1.1 0.13
H -3.698542 -1.007980 0.597765 0.8 -0.8 -0.6 0.08
H -2.434252 -2.274933 0.107447 1.8 -1.5 1.6 -0.01
H -3.531532 -1.915311 -0.932548 -2.5 -0.9 -3.0 -0.02

25
Properties=species:S:1:pos:R:3:forces:R:3:lowdin_charge:R:1 method="wB97M-V/def2-TZVPD" e_homo_ha="-0.26970 / -0.26967" homo_lumo_gap_ev="3.40 / 3.40" relative_energy_kcal_mol=128.2 e_lumo_ha="-0.1446 / -0.1447"
C -3.849698 -1.000962 -0.704590 0.8 0.2 1.2 -0.05
C -2.923028 -0.279861 -0.061262 0.9 -2.3 -0.7 -0.05
C -4.686996 0.933838 -0.438849 -2.8 -0.6 -1.1 -0.09
C 2.616614 1.117893 0.800156 -3.7 0.1 1.0 -0.22
C 2.872580 -1.636470 -0.070334 -0.3 0.5 -1.4 -0.21
C 1.145837 0.540034 -1.883869 2.1 -0.3 1.8 -0.19
C -2.493371 1.929989 0.454896 -7.6 2.4 -1.0 0.34
N -4.977146 -0.223877 -0.988514 0.6 2.8 1.7 0.15
N -3.378734 1.005899 0.072845 2.9 1.0 0.9 -0.04
O 0.062657 -0.579465 0.565677 -1.6 -0.1 0.9 -0.44
Si 1.461660 -0.264401 -0.016908 3.0 1.4 -2.0 0.26
H -3.862609 -2.059211 -0.705061 0.0 -0.7 -0.8 0.12
H -1.975963 -0.507128 0.362660 1.4 -0.5 0.1 0.08
H -5.404017 1.689860 -0.201386 -0.1 0.6 -0.5 0.13
H 2.866374 0.922876 1.890607 -0.3 0.6 -1.3 0.03
H 3.446543 1.257199 0.192197 1.8 0.0 -0.9 -0.03
H 1.961945 2.039091 0.585517 1.0 -0.8 1.1 0.01
H 2.631441 -2.472810 -0.725948 -0.1 -0.3 0.1 0.00
H 3.957116 -1.430944 -0.215308 -0.8 0.7 -0.5 0.03
H 2.925144 -1.954557 0.923855 -0.4 -1.0 1.8 -0.03
H 2.016686 0.226327 -2.534851 -1.1 0.7 0.4 0.02
H 0.202863 0.244401 -2.255389 -1.0 -0.9 -0.7 -0.05
H 1.047674 1.632719 -1.756718 0.6 -0.2 -0.2 -0.01
H -2.988786 2.983485 0.642753 1.5 -2.1 -0.3 0.17
H -1.502072 1.740201 0.410291 3.4 -1.1 0.5 0.08

24
Properties=species:S:1:pos:R:3:forces:R:3:lowdin_charge:R:1 method="wB97M-V/def2-TZVPD" e_homo_ha=-0.27487 homo_lumo_gap_ev=8.15 relative_energy_kcal_mol=126.2 e_lumo_ha=0.0245
C 1.962806 -0.477411 -0.045808 -1.3 1.7 1.3 -0.35
C -1.765670 0.540070 1.227795 1.6 -0.8 1.2 -0.10
C -2.394122 0.995454 -0.042227 -4.3 1.6 1.3 -0.42
C -1.908959 -0.317619 0.025231 6.1 -1.9 -1.7 -0.71
C 2.879748 0.165298 1.155905 -2.4 -0.7 -2.9 -0.03
C 2.479457 -1.586302 -0.921756 -1.2 -0.4 3.6 -0.04
C -2.002386 2.083116 -0.914814 1.1 3.7 -1.4 -0.10
N 0.768737 0.023403 -0.143903 1.4 -0.7 1.5 -0.06
N -0.223813 -0.391652 -0.895850 -3.3 0.1 -0.2 -0.04
S -2.544854 -1.910283 -0.026964 0.4 -1.0 0.8 0.79
H -0.744924 0.836696 1.593894 -1.0 -0.1 -1.0 0.12
H -2.325924 0.069750 2.027051 -0.5 0.7 0.1 0.10
H -3.516273 1.051074 0.005557 0.9 -0.3 0.2 0.16
H 3.500972 -0.643408 1.475150 0.6 -0.3 0.6 0.04
H 3.455532 0.926896 0.622504 0.1 0.2 0.8 0.06
H 2.177927 0.535954 1.937375 0.8 -0.1 -0.7 0.07
H 2.762157 -2.345425 -0.128696 -0.3 0.1 -1.3 0.10
H 3.368234 -1.199737 -1.287893 1.7 0.2 -1.7 0.05
H 1.685251 -1.916500 -1.581765 0.6 -0.2 -0.4 0.06
H -2.542857 3.125907 -0.633875 1.0 -2.6 -0.5 0.12
H -2.367937 1.791218 -1.920481 0.5 0.5 0.3 0.08
H -0.890871 2.356083 -0.957560 -1.5 -0.8 0.0 0.09
H -0.203640 -1.271808 -1.461961 0.2 0.6 1.1 0.07
H -1.608588 -2.440785 0.893086 -1.1 0.6 -1.0 -0.06

25
Properties=species:S:1:pos:R:3:forces:R:3:lowdin_charge:R:1 method="wB97M-V/def2-TZVPD" total_charge=+1 e_homo_ha=-0.44345 homo_lumo_gap_ev=8.51 relative_energy_kcal_mol=93.8 e_lumo_ha=-0.1306
C 6.000485 -0.578260 0.040970 -0.2 0.4 0.1 0.03
C 0.679078 -0.860195 -0.492377 2.1 -0.3 -1.2 -0.10
C -0.080894 1.495433 -0.542463 2.6 0.8 0.5 -0.03
C -0.429062 -1.181689 0.494277 -0.5 0.5 2.4 -0.13
C -1.001695 1.142242 0.729944 0.9 -1.7 -3.9 -0.11
C 1.232359 0.541238 -0.461838 -5.0 0.5 -0.2 -0.18
C -3.745046 -0.751748 -0.202317 0.1 0.0 -2.0 -0.03
N 5.028225 -0.080848 0.357906 -0.6 0.0 0.0 0.08
N -1.497379 -0.182940 0.549672 0.3 -2.1 2.0 -0.20
N 2.447053 0.874430 -0.267490 0.5 3.4 -0.8 0.23
O -2.356400 -0.440494 -0.511189 -0.6 1.4 -0.9 -0.17
H 6.934119 -0.937668 -0.258928 0.9 -0.5 -0.2 0.07
H 1.587135 -1.460426 -0.448381 -0.3 -0.9 0.5 0.12
H 0.250844 -1.122372 -1.481250 0.3 0.8 0.2 0.15
H -0.659101 1.229304 -1.489065 0.8 0.5 1.3 0.14
H 0.195262 2.610271 -0.435699 -0.4 -1.7 -0.7 0.13
H -0.959035 -2.068510 0.247407 0.1 -1.0 -0.6 0.12
H -0.061062 -1.382115 1.541606 0.0 0.6 -1.0 0.15
H -0.518995 1.204999 1.659610 0.6 0.3 1.2 0.12
H -1.797698 1.773240 0.581454 -1.9 1.8 0.4 0.10
H -3.823809 -1.741000 0.136372 0.2 -1.9 0.1 0.06
H -4.291010 -0.667676 -1.203576 0.8 0.1 1.5 0.12
H -4.262299 -0.264836 0.588840 0.1 1.6 0.5 0.07
H 2.714658 1.921812 -0.410457 -0.7 -2.4 0.6 0.20
H 3.268678 0.295241 -0.077103 -0.1 -0.5 0.1 0.04

25
Properties=species:S:1:pos:R:3:forces:R:3:lowdin_charge:R:1 method="wB97M-V/def2-TZVPD" total_charge=+1 e_homo_ha=-0.46744 homo_lumo_gap_ev=9.72 relative_energy_kcal_mol=41.2 e_lumo_ha=-0.1104
C -2.195797 -0.902072 0.538452 0.9 0.5 0.8 0.05
C -2.284740 0.209854 -0.293192 0.3 -1.8 0.8 -0.32
C -0.799855 -1.080799 0.781678 -1.1 0.0 -0.2 -0.31
C -3.501537 0.758073 -0.904976 -1.4 0.5 -0.6 -0.03
C 2.343393 0.007712 1.366910 2.1 -0.1 1.5 -0.03
C 1.922893 1.408334 -0.815276 1.0 -0.2 0.8 -0.02
C 2.052691 0.069048 -0.073549 -0.2 0.2 -0.9 -0.40
N -1.014151 0.560723 -0.585029 -1.3 2.0 -0.3 0.04
N -0.108235 -0.139861 0.127035 0.1 -0.7 1.0 0.04
N 2.145100 -1.026965 -0.802110 1.4 -1.6 -0.5 0.16
O -0.183875 -2.069491 1.532466 0.6 1.5 -0.9 0.06
H -2.941345 -1.352551 1.171143 -0.4 -0.2 -0.5 0.12
H -3.652864 0.205812 -1.875164 -0.2 0.5 0.9 0.11
H -3.503209 1.865254 -1.174729 0.1 -1.4 0.7 0.11
H -4.346192 0.506309 -0.180985 0.9 0.6 -1.3 0.11
H 1.656154 -0.759658 1.791532 0.8 1.0 0.4 0.09
H 3.443416 -0.204808 1.656225 -1.4 -0.9 -1.2 0.14
H 2.463029 1.006075 1.823082 -1.7 -0.2 -0.1 0.10
H 1.371866 2.223516 -0.241246 0.5 -1.5 -0.6 0.11
H 1.406198 1.089381 -1.738301 0.6 1.1 0.0 0.08
H 2.991713 1.826589 -0.909279 -1.6 -0.7 -0.5 0.13
H -0.919723 1.556012 -0.899545 0.9 -1.5 0.5 0.19
H 2.096597 -0.996682 -1.837777 -0.2 0.1 1.2 0.15
H -0.734767 -2.744792 1.952111 -0.5 0.6 -0.4 0.13
H 2.293234 -2.015010 -0.409467 -0.3 2.4 -0.5 0.19

28
Properties=species:S:1:pos:R:3:forces:R:3:lowdin_charge:R:1 method="wB97M-V/def2-TZVPD" total_charge=+2 e_homo_ha="-0.51424 / -0.51545" homo_lumo_gap_ev="7.14 / 6.40" relative_energy_kcal_mol=19.0 e_lumo_ha="-0.2518 / -0.2802"
C 2.337781 1.497855 -2.514208 0.4 0.7 1.3 -0.05
C 1.406311 0.955781 -3.416921 1.8 0.6 3.3 -0.34
C 2.411464 0.796505 -1.298942 0.0 -1.1 -0.7 -0.26
C 1.494612 -0.297345 -1.274160 0.1 -3.4 1.4 -0.37
C 2.140332 -1.932828 0.459864 -0.2 -0.9 0.0 -0.48
C 4.954410 1.692835 1.194062 0.0 0.8 -0.7 -0.06
C 4.118196 2.035299 -0.035200 -1.1 3.4 1.9 -0.21
N 1.680393 -3.113965 0.962696 2.1 -1.1 1.1 0.12
N 1.364276 -1.489522 -0.498577 -0.6 3.5 -2.2 0.16
N 2.469841 -3.886547 1.774602 -3.6 2.5 -2.7 0.17
N -7.858355 -2.134286 -1.377964 0.5 -2.7 -1.3 0.27
O 3.282837 -1.473369 0.879850 1.0 0.0 0.8 0.15
O 3.322784 0.888700 -0.316562 -0.3 -0.4 -0.6 -0.08
S 0.585411 -0.332215 -2.787811 -0.3 -1.1 0.9 1.13
H 2.956288 2.406469 -2.474866 -0.5 -0.4 -1.3 0.13
H 1.193226 1.284068 -4.356264 -0.5 1.0 -2.4 0.06
H 4.108415 1.463914 1.835077 1.1 -0.7 1.3 0.09
H 5.810686 1.034994 1.023762 -0.9 -1.1 -0.1 0.09
H 5.594979 2.512636 1.549125 -1.1 0.6 0.1 0.10
H 4.729470 2.478665 -0.795690 0.0 -0.5 -1.2 0.12
H 3.344466 2.898659 0.307978 1.7 -1.8 -0.9 0.19
H -6.853473 -2.566690 -1.381486 -2.2 0.9 0.3 0.20
H 1.784313 -4.532447 2.122078 0.8 -0.9 0.8 0.12
H 3.499418 -0.568469 0.575774 -0.2 0.0 -0.2 0.09
H 3.314603 -3.590293 2.218732 0.6 0.3 0.3 0.12
H -7.774631 -1.166531 -1.693948 -0.3 0.1 0.2 0.15
H -8.442346 -2.710299 -2.104628 1.3 1.4 1.4 0.21
H -8.349232 -2.258496 -0.463362 0.7 0.4 -0.6 0.17

25
Properties=species:S:1:pos:R:3:forces:R:3:lowdin_charge:R:1 method="wB97M-V/def2-TZVPD" total_charge=+1 e_homo_ha=-0.52413 homo_lumo_gap_ev=9.43 relative_energy_kcal_mol=112.8 e_lumo_ha=-0.1774
C -1.122124 0.386548 0.277253 0.9 0.8 0.0 0.05
C 3.878635 1.055612 0.804851 -1.1 -2.2 0.2 -0.05
C -3.953601 -1.022410 -0.374334 1.9 -1.6 1.9 0.04
C 2.630941 0.952119 -0.168032 1.9 -1.3 -0.5 -0.24
C 1.438663 0.509388 0.553129 -4.3 5.0 0.8 -0.19
C -2.508599 -1.327379 -0.684546 -3.3 0.5 -0.4 -0.13
C 0.217824 0.325806 -0.395648 1.3 0.2 -0.7 -0.27
N -1.935683 0.783766 1.017757 0.4 -0.4 -0.9 -0.07
O -2.929799 1.039437 1.607810 -0.2 0.3 0.6 0.10
O -1.812578 -2.263372 -0.185837 1.0 1.0 -2.0 0.18
O 0.351732 -1.014286 -0.889903 -0.7 -0.5 -0.9 -0.06
H 4.606773 1.754748 0.523356 1.1 0.8 -0.9 0.04
H 3.526256 1.434582 1.762170 -0.2 -0.1 0.2 0.07
H 4.393891 0.034759 1.024587 -1.0 1.7 -0.6 0.12
H -4.486500 -0.714817 -1.226984 -0.5 0.5 -1.1 0.09
H -4.488393 -1.782808 0.195829 0.2 -0.3 -0.2 0.12
H -3.878109 -0.211585 0.347029 -0.3 0.7 0.1 0.08
H 2.393221 1.789404 -0.787155 0.3 1.2 0.1 0.11
H 2.751263 0.168052 -0.957579 0.8 0.3 0.4 0.12
H 1.588420 -0.335654 1.074761 0.4 -3.2 1.8 0.09
H 0.983085 1.275215 1.324485 1.6 -1.0 -1.1 0.17
H -2.262154 -0.683118 -1.538902 1.2 -0.7 0.1 0.16
H 0.315493 1.071421 -1.290732 -0.6 -1.1 1.6 0.19
H -0.914601 -2.118664 -0.701542 -0.5 -0.5 1.4 0.16
H 1.215941 -1.106753 -1.311835 -0.1 -0.1 0.0 0.12

24
Properties=species:S:1:pos:R:3:forces:R:3:lowdin_charge:R:1 method="wB97M-V/def2-TZVPD" e_homo_ha=-0.31078 homo_lumo_gap_ev=9.45 relative_energy_kcal_mol=33.0 e_lumo_ha=0.0367
C -2.415525 1.358086 0.097676 3.0 1.8 2.9 -0.36
C 1.017622 0.040194 -0.197926 -0.3 -1.8 -1.8 -0.47
C 2.991078 1.799039 -0.056695 -3.3 -2.5 -2.3 -0.06
C -3.421707 -0.943995 -0.034327 -0.6 2.2 -1.4 -0.11
C 1.377956 -2.317596 -0.305800 -1.7 1.3 0.5 -0.11
C 2.296255 0.489995 0.439112 1.3 0.5 1.0 -0.14
C -2.247351 -0.076701 0.259284 0.4 -0.9 -1.7 -0.50
N 0.601892 -1.116654 -0.560842 0.3 1.1 0.6 0.00
O 0.162386 1.045188 -0.444070 0.4 1.3 0.4 -0.33
P -1.295842 0.736141 -1.198262 -0.6 -1.0 0.8 1.04
H -3.230229 1.977359 -0.147394 -1.4 0.0 -0.3 0.05
H -1.868686 1.751670 1.010148 -0.5 0.6 -1.5 0.10
H 3.518944 1.640827 -0.979359 0.3 -0.3 -0.5 0.08
H 2.119571 2.344936 -0.302336 -0.4 1.7 -0.3 0.05
H 3.610241 2.265413 0.587559 1.7 1.3 2.5 0.03
H -3.454413 -1.301231 -1.044057 0.2 -0.5 -0.6 0.06
H -4.224612 -0.193104 -0.004692 -0.6 -1.0 0.4 0.08
H -3.530623 -1.741198 0.616932 -0.5 -1.4 1.4 0.05
H 0.750094 -3.155526 -0.533757 -0.1 -0.6 -0.5 0.06
H 2.218391 -2.250051 -0.929767 1.6 -0.6 -0.4 0.06
H 1.518257 -2.348608 0.758645 1.0 -0.3 0.5 0.08
H 1.990148 0.641885 1.480032 0.3 0.1 0.2 0.13
H 3.101933 -0.230207 0.443809 -0.4 -0.9 0.0 0.10
H -1.585784 -0.415858 1.046077 0.0 0.2 0.0 0.10